Below is C4H7NO2 in the gas phase, with properties calculated with wB97M-V/def2-TZVPD.

```
14
Properties=species:S:1:pos:R:3
C -1.1755 -1.1373 0.4886
C -1.1040 0.0872 -0.3642
C -0.6099 1.3648 0.1295
O -1.5018 1.4339 1.0605
C 1.1407 0.1305 -0.4628
O 0.8833 1.0544 0.4202
N 2.4264 -0.2086 -0.5010
H -0.5060 -1.0631 1.3459
H -2.1994 -1.2756 0.8492
H -0.9103 -2.0107 -0.1156
H -1.7788 0.1101 -1.2228
H -0.5200 2.2028 -0.5834
H 2.7377 -0.9164 -1.1455
H 3.1177 0.2280 0.1014
```

Computed properties:
**2S+1**: 1
**ΔE to the lowest compared entry with this formula, charge and spin**: 468.44 kJ/mol
**Kohn-Sham gap (alpha / beta)**: 8.828 / 8.828 eV
**Energy**: -9842.4246 eV

In elementary charge units, the natural (NBO) charges are: atom 1 (C): -0.68, atom 2 (C): 0.14, atom 3 (C): 0.30, atom 4 (O): -0.63, atom 5 (C): 0.38, atom 6 (O): -0.55, atom 7 (N): -0.80, atom 8 (H): 0.24, atom 9 (H): 0.24, atom 10 (H): 0.23, atom 11 (H): 0.20, atom 12 (H): 0.13, atom 13 (H): 0.40, atom 14 (H): 0.39